Entry 1:
Below is C4H4N2 in the gas phase in a non-equilibrium geometry, with properties calculated with wB97M-V/def2-TZVPD.

For the gap between HOMO and LUMO, the calculation gives 8.96 eV. For the energy relative to the best compared isomer or geometry (same formula, charge and spin), the calculation gives 1.787 eV. The net charge is 0. Its spin multiplicity is 1. For the LUMO energy, the calculation gives -0.79 eV. The max |F| is 2.67 eV/A.

Cartesian coordinates (Å):
H (0.1945, -2.4403, 0.6879)
N (0.8095, -1.6763, 0.9612)
C (0.3280, -0.6156, 0.4577)
C (0.7430, 0.7710, 0.4921)
C (-0.0431, 1.5003, -0.3589)
N (-0.9721, 0.6512, -1.0898)
C (-0.8515, -0.4968, -0.5996)
H (1.4912, 1.0796, 1.1711)
H (-0.2509, 2.5198, -0.6256)
H (-1.4486, -1.2929, -1.0961)

Forces on the atoms, in the same order (eV/Å):
H 0.1 -0.3 0.0
N -0.3 0.7 0.0
C -1.8 -0.3 -2.0
C -0.6 1.5 -0.7
C 0.0 -1.7 0.5
N 0.3 0.8 0.5
C 0.0 -2.0 -0.2
H 0.6 0.6 0.4
H 0.9 0.5 0.5
H 0.6 0.1 0.9

Atomic partial charges in e from the Löwdin method, atoms 1 to 6: 0.05 0.17 -0.34 -0.05 -0.07 0.04


Entry 2:
Below is a molecular structure, C4H20BClCrO4 in a non-equilibrium geometry, with properties calculated with wB97M-V/def2-TZVPD.

For the gap between HOMO and LUMO (alpha / beta), the calculation gives 7.37 / 8.15 eV. For the energy relative to the best compared isomer or geometry (same formula, charge and spin), the calculation gives 0.000 eV. The net charge is 0. Its spin multiplicity is 5. For the LUMO energy (alpha / beta), the calculation gives -0.34 / -0.35 eV. The expectation value of S² is 6.01. The max |F| is 1.27 eV/A.

Cartesian coordinates (Å):
Cr (-18.0974, -23.2937, -20.1333)
Cl (-16.1660, -22.7579, -21.5657)
B (-16.6685, -23.2506, -18.1895)
H (-17.5666, -22.5087, -18.4716)
H (-15.6638, -22.5997, -18.1239)
H (-16.8946, -23.7946, -17.1356)
H (-16.6159, -24.0729, -19.0645)
C (-19.2438, -23.5921, -23.0832)
O (-19.6089, -23.0948, -21.7953)
H (-19.7923, -23.0821, -23.8764)
H (-18.1809, -23.4115, -23.2367)
H (-19.3917, -24.6697, -23.1817)
H (-20.5541, -22.9298, -21.7698)
C (-19.1186, -26.4503, -21.0366)
O (-18.0686, -25.5022, -20.8239)
H (-20.0488, -25.9782, -20.7258)
H (-19.2214, -26.7266, -22.0861)
H (-18.9696, -27.3265, -20.4046)
H (-17.2671, -25.8732, -21.2058)
C (-19.1081, -20.0359, -20.8768)
O (-18.5024, -21.0139, -20.0439)
H (-20.1743, -19.9302, -20.6521)
H (-18.6642, -19.0477, -20.7646)
H (-19.0113, -20.3498, -21.9159)
H (-17.8694, -20.5993, -19.4509)
C (-19.4639, -25.1816, -18.0011)
O (-19.6857, -24.0725, -18.8697)
H (-18.4583, -25.5677, -18.1229)
H (-19.5442, -24.8864, -16.9516)
H (-20.2025, -25.9782, -18.1344)
H (-20.5234, -23.6726, -18.6259)

Forces on the atoms, in the same order (eV/Å):
Cr 1.1 0.2 -0.3
Cl -0.9 -0.3 0.2
B 0.4 0.0 0.7
H -0.6 0.7 0.4
H 0.2 0.0 -0.2
H -0.3 -0.1 0.1
H 0.3 -0.7 -0.4
C 0.3 -0.2 -0.7
O 0.1 -0.1 0.0
H -0.1 0.0 0.1
H 0.0 0.2 0.3
H -0.3 0.0 0.2
H 0.0 0.0 0.1
C -0.2 0.3 0.3
O -0.4 -0.7 -0.4
H 0.0 0.1 0.0
H 0.1 -0.1 0.0
H 0.0 -0.1 -0.2
H 0.3 0.3 0.1
C -0.2 0.1 -0.3
O -0.5 0.5 0.1
H 0.0 -0.1 0.1
H 0.2 -0.1 0.0
H 0.1 0.0 0.0
H 0.1 -0.2 0.1
C -0.1 -0.5 1.2
O -0.1 -0.2 -0.3
H 0.0 0.2 -0.3
H 0.1 0.3 -0.1
H 0.0 0.1 -0.4
H 0.1 0.3 -0.1

Atomic partial charges in e from the Löwdin method, atoms 1 to 6: 0.44 -0.07 -0.42 -0.06 -0.01 -0.01


Entry 3:
Below is 8 unconnected molecules or ions with the total composition C3H19N2O10 in a non-equilibrium geometry, with properties calculated with wB97M-V/def2-TZVPD.

For the gap between HOMO and LUMO, the calculation gives 9.24 eV. For the energy relative to the best compared isomer or geometry (same formula, charge and spin), the calculation gives 0.000 eV. The net charge is -1. Its spin multiplicity is 1. For the LUMO energy, the calculation gives 2.90 eV. The max |F| is 2.51 eV/A.

Cartesian coordinates (Å):
O (-1.0731, 3.3271, 1.9970)
C (-1.2782, 2.1845, 1.6148)
N (-1.0875, 1.9530, 0.2636)
C (-0.8068, 0.7897, -0.5069)
O (-0.8133, 1.0329, -1.7546)
O (-0.3023, -0.2107, 0.0274)
C (-1.4195, 1.0969, 2.6596)
N (-1.7605, -0.2874, 2.3295)
H (-0.9367, 2.8091, -0.2473)
H (-0.4810, 1.0115, 3.2201)
H (-2.1232, 1.4694, 3.4060)
H (-1.2582, -0.5500, 1.4862)
H (-2.7602, -0.4094, 2.2723)
H (-2.5749, -0.9144, -2.5864)
H (-2.7198, 0.3586, -1.9632)
O (-3.3088, -0.3419, -2.3163)
H (3.2354, 0.2009, 1.4989)
H (2.0037, 0.3174, 2.2543)
O (2.8438, 0.7925, 2.1590)
H (0.4049, -2.2233, 2.7071)
H (1.2785, -2.1684, 1.4753)
O (1.2013, -2.6108, 2.3290)
H (0.7162, 1.0704, -3.2317)
H (1.4258, 1.7393, -2.1250)
O (1.5612, 1.0359, -2.7664)
H (-0.3601, -2.1095, -0.7740)
H (0.0267, -3.5590, -1.0922)
O (-0.2315, -2.9849, -0.3710)
H (3.4273, 0.6945, -1.0432)
H (3.0240, -0.4073, -1.9720)
O (3.8014, -0.0410, -1.5376)
H (-0.5803, -0.6386, -2.5320)
H (0.8810, -1.0485, -2.2777)
O (0.0443, -1.3784, -2.6024)

Forces on the atoms, in the same order (eV/Å):
O -0.8 0.1 0.3
C 2.1 0.4 -0.3
N -1.0 -0.4 0.6
C 2.3 0.7 -0.9
O -1.5 0.0 0.6
O -0.7 -0.1 0.2
C -0.4 -1.2 0.5
N -0.1 0.6 0.4
H -0.3 0.0 0.0
H 0.2 0.7 -0.4
H 0.0 0.1 -0.1
H -0.4 -0.3 -0.1
H 0.0 -0.1 -0.4
H -0.6 -0.5 -0.2
H -0.7 0.2 -0.1
O 1.1 0.3 0.2
H 0.4 0.3 0.1
H -0.1 0.4 0.4
O -0.3 -0.8 -0.5
H -0.2 0.0 -0.1
H -0.3 -0.3 -0.2
O 0.3 0.4 0.3
H 0.0 -0.3 0.1
H 0.0 0.0 0.2
O 0.4 0.4 -0.6
H 0.1 -0.2 0.0
H 0.0 0.1 -0.2
O -0.1 -0.1 0.5
H 0.1 0.1 0.0
H 0.1 0.2 -0.2
O 0.2 -0.2 0.4
H 0.7 0.4 0.4
H -0.1 0.5 0.1
O -0.5 -1.0 -1.0

Atomic partial charges in e from the Löwdin method, atoms 1 to 6: 0.03 -0.44 0.18 -0.66 -0.10 -0.01


Entry 4:
Below is C4H8O2 in the gas phase in a non-equilibrium geometry, with properties calculated with wB97M-V/def2-TZVPD.

For the gap between HOMO and LUMO, the calculation gives 10.38 eV. For the energy relative to the best compared isomer or geometry (same formula, charge and spin), the calculation gives 3.180 eV. The net charge is 0. Its spin multiplicity is 1. For the LUMO energy, the calculation gives 0.72 eV. The max |F| is 1.61 eV/A.

Cartesian coordinates (Å):
C (2.1168, -0.0571, -0.0693)
O (1.0191, -0.2264, -0.9642)
C (-0.3666, -0.0293, -0.5567)
C (-1.5713, -0.9511, 0.3057)
C (-0.5834, 1.3064, 0.0960)
O (-1.5901, 1.4810, 0.7394)
H (3.0471, -0.3503, -0.5846)
H (2.2659, 0.9810, 0.2704)
H (1.9837, -0.7069, 0.7940)
H (-0.8236, -0.0938, -1.5418)
H (-1.7030, -1.8852, -0.2281)
H (-1.3553, -1.1025, 1.3713)
H (-2.5959, -0.4903, 0.3391)
H (0.1566, 2.1245, 0.0289)

Forces on the atoms, in the same order (eV/Å):
C -0.2 -0.1 0.3
O -0.8 -0.6 0.6
C -1.3 -0.2 0.4
C 1.2 -0.2 -0.5
C -0.6 0.3 0.3
O 0.4 1.0 0.1
H -0.6 0.0 0.0
H -0.3 -0.2 -0.1
H 0.1 0.0 0.2
H -0.2 0.6 -0.1
H 0.3 -0.4 0.1
H 0.4 -0.1 -0.4
H 1.5 0.2 -0.7
H 0.2 -0.2 -0.3

Atomic partial charges in e from the Löwdin method, atoms 1 to 6: -0.10 -0.17 -0.23 -0.01 -0.22 0.03


Entry 5:
Below is a molecular structure, C3H6O2 in a non-equilibrium geometry, with properties calculated with wB97M-V/def2-TZVPD.

For the gap between HOMO and LUMO, the calculation gives 11.15 eV. For the energy relative to the best compared isomer or geometry (same formula, charge and spin), the calculation gives 3.929 eV. The net charge is 0. Its spin multiplicity is 1. For the LUMO energy, the calculation gives 0.99 eV. The max |F| is 4.23 eV/A.

Cartesian coordinates (Å):
O (1.5184, -0.9440, 0.4504)
C (0.2135, -0.4817, 0.5863)
C (0.0815, 1.0951, -0.0074)
O (-1.0708, 0.6400, -0.6949)
C (-0.7875, -0.7509, -0.5132)
H (1.4675, 0.0446, 0.1780)
H (-0.1535, -0.4982, 1.6124)
H (-0.1140, 1.8637, 0.7494)
H (0.8265, 1.5446, -0.7324)
H (-1.6754, -1.3181, -0.2312)
H (-0.3060, -1.1952, -1.3974)

Forces on the atoms, in the same order (eV/Å):
O 0.1 1.9 -0.5
C -1.5 1.8 0.1
C -0.5 -0.5 0.7
O -0.8 0.2 -0.5
C -0.4 -0.3 -0.1
H 3.8 -1.9 -0.3
H -0.2 -0.2 0.0
H -0.2 -0.1 -0.1
H -0.1 -0.9 0.7
H -0.1 0.0 -0.1
H -0.1 0.1 0.2

Atomic partial charges in e from the Löwdin method, atoms 1 to 6: -0.03 -0.32 -0.12 -0.12 -0.14 0.08


Entry 6:
Below is a molecular structure, C4H8Cl2Si in a non-equilibrium geometry, with properties calculated with wB97M-V/def2-TZVPD.

For the gap between HOMO and LUMO, the calculation gives 9.18 eV. For the energy relative to the best compared isomer or geometry (same formula, charge and spin), the calculation gives 2.519 eV. The net charge is 0. Its spin multiplicity is 1. For the LUMO energy, the calculation gives 0.60 eV. The max |F| is 4.23 eV/A.

Cartesian coordinates (Å):
C (0.3455, 2.8989, 0.1280)
C (-0.6722, 2.0704, -0.1250)
C (0.8263, -2.3987, 0.4276)
C (-0.2948, -1.3518, 0.7339)
Si (-0.5639, 0.4006, -1.0237)
Cl (1.1404, 0.0178, -2.1340)
Cl (-2.2214, 0.1901, -2.1427)
H (0.1337, 3.7563, 0.6782)
H (1.3926, 2.6031, -0.0123)
H (-1.7041, 2.0030, 0.2197)
H (1.5961, -1.9278, 1.1245)
H (0.4477, -3.4153, 0.5931)
H (1.0591, -2.2586, -0.6041)
H (-0.2281, -0.7934, 1.6248)
H (-1.2569, -1.7947, 0.5118)

Forces on the atoms, in the same order (eV/Å):
C -0.6 -1.9 0.0
C 0.8 -2.1 -1.2
C -0.7 2.9 1.7
C -1.0 0.3 -4.1
Si 2.0 -1.7 3.2
Cl -0.3 0.4 -0.1
Cl -0.5 -0.1 -0.4
H 0.0 1.5 0.9
H -0.5 0.4 -0.6
H 0.0 1.5 0.2
H -0.1 -1.9 -1.2
H 0.6 0.3 0.4
H 0.8 -0.2 -0.6
H -0.1 0.5 1.0
H -0.5 0.1 0.6

Atomic partial charges in e from the Löwdin method, atoms 1 to 6: -0.05 -0.31 -0.18 -0.21 -0.12 0.27


Entry 7:
Below is 2 unconnected molecules or ions with the total composition H2NO4S in a non-equilibrium geometry, with properties calculated with wB97M-V/def2-TZVPD.

For the gap between HOMO and LUMO, the calculation gives 7.82 eV. For the energy relative to the best compared isomer or geometry (same formula, charge and spin), the calculation gives 1.889 eV. The net charge is -1. Its spin multiplicity is 1. For the LUMO energy, the calculation gives 4.00 eV. The max |F| is 4.22 eV/A.

Cartesian coordinates (Å):
N (0.5308, 0.9440, -0.1181)
O (1.7309, -0.1286, -1.1908)
O (0.2652, -1.5501, 0.3267)
O (-1.7797, 0.0852, 0.1269)
O (0.8850, 2.0217, 0.3785)
S (1.3297, -0.5257, 0.2667)
H (-1.8584, -0.6642, 0.7224)
H (-1.1036, -0.1823, -0.5122)

Forces on the atoms, in the same order (eV/Å):
N -1.2 3.9 1.0
O 0.8 -1.5 1.0
O 0.4 -0.2 -0.1
O -1.3 0.2 -0.1
O -0.1 -2.0 -0.6
S 1.4 -0.3 -1.4
H 0.2 -0.1 -0.1
H -0.2 0.0 0.3

Atomic partial charges in e from the Löwdin method, atoms 1 to 6: -0.34 -0.52 -0.56 -0.12 -0.16 0.69


Entry 8:
Below is 2 unconnected molecules or ions with the total composition C7H13N5 in a non-equilibrium geometry, with properties calculated with wB97M-V/def2-TZVPD.

For the gap between HOMO and LUMO, the calculation gives 9.19 eV. For the energy relative to the best compared isomer or geometry (same formula, charge and spin), the calculation gives 1.039 eV. The net charge is 0. Its spin multiplicity is 1. For the LUMO energy, the calculation gives 0.24 eV. The max |F| is 2.87 eV/A.

Cartesian coordinates (Å):
N (-1.4430, 2.4420, -0.8133)
N (-0.9221, 1.1711, -0.5402)
C (-1.8617, 0.3382, -0.2810)
C (-3.2800, 0.6821, -0.2871)
N (-4.2988, 0.2161, 0.3048)
N (-4.1672, -0.9522, 0.9720)
H (-1.9803, 2.8029, -0.0361)
H (-0.5907, 2.9834, -0.9549)
H (-1.6115, -0.7099, -0.1827)
H (-3.4416, 1.5293, -0.9741)
H (-3.3500, -1.0021, 1.5687)
H (-4.9901, -1.1374, 1.5164)
C (1.2920, -1.7964, -0.2724)
C (2.2804, -0.6997, -0.0101)
C (3.5966, -0.9613, -0.6049)
C (2.0362, 0.3449, 0.7903)
C (2.9652, 1.4490, 0.8946)
N (3.6893, 2.3750, 0.8922)
H (1.2246, -2.0258, -1.3579)
H (0.2773, -1.5770, 0.0821)
H (1.5996, -2.7472, 0.2173)
H (3.9591, -1.9598, -0.3309)
H (3.5281, -0.9273, -1.7086)
H (4.3652, -0.2444, -0.2694)
H (1.1236, 0.4067, 1.3851)

Forces on the atoms, in the same order (eV/Å):
N 1.9 0.4 -0.1
N -1.6 -0.6 -0.3
C 0.1 -1.2 0.3
C 0.2 1.9 -1.0
N -0.3 -0.3 -1.0
N 0.3 -0.4 1.0
H 0.0 0.2 0.0
H -0.6 0.4 0.1
H 0.4 -0.1 0.2
H -0.4 -0.3 0.6
H 0.2 -0.2 0.0
H -0.2 0.0 0.1
C -0.6 -0.6 0.1
C -0.4 -0.4 0.7
C 1.3 0.5 -0.8
C 0.0 0.1 0.2
C 1.4 1.8 -0.1
N -1.7 -2.3 0.1
H 0.1 0.3 0.6
H 0.3 0.1 -0.1
H 0.0 0.6 -0.3
H -0.2 0.1 -0.1
H 0.2 -0.1 0.4
H -0.4 -0.2 -0.3
H 0.1 0.2 -0.5

Atomic partial charges in e from the Löwdin method, atoms 1 to 6: -0.02 -0.02 -0.19 -0.20 -0.05 0.00